[1]
{"formula": "C5H7N3", "method": "ωB97M-V with the def2-TZVPD basis set", "energy_ha": -358.7126, "charge": 0, "relative_energy_kj_mol": 802.7, "species": ["C", "C", "C", "C", "C", "H", "H", "H", "H", "H", "H", "H", "N", "N", "N"], "coordinates": [[-1.70444, 0.50044, -0.16008], [-0.35482, 0.04858, 0.01683], [0.81225, 0.94325, 0.25795], [2.15211, 0.64690, -0.14237], [2.32544, -0.71816, -0.12543], [-1.98300, -1.79481, -0.47270], [-3.22219, -0.86671, 1.11020], [-1.51812, 1.30133, -1.02389], [-2.20131, 0.94090, 0.74139], [0.67396, 2.06412, 0.67609], [2.97628, 1.34289, -0.54840], [3.43035, -1.20063, -0.31440], [-2.76283, -0.57597, -0.22253], [1.33206, -1.46948, 0.13523], [0.04425, -1.16264, 0.07210]], "forces_ev_per_a": [[-2.609, 0.932, 0.645], [5.723, 2.491, 2.631], [-0.039, 4.444, -0.859], [-1.713, 1.413, -0.171], [3.455, -0.412, -1.122], [-2.673, 4.354, 1.095], [2.200, 1.074, -4.889], [-1.723, -1.792, 1.278], [1.620, 1.039, -0.687], [-0.179, -2.491, -1.476], [-1.584, -0.736, 1.559], [-2.991, 0.958, 0.693], [1.395, -4.917, 1.821], [-0.561, -4.095, -0.112], [-0.320, -2.261, -0.406]], "nbo_charge": [-0.316, 0.170, -0.165, -0.246, 0.008, 0.381, 0.338, 0.222, 0.249, 0.212, 0.245, 0.203, -0.810, -0.253, -0.236]}


[2]
{"formula": "H22O11", "method": "ωB97M-V with the def2-TZVPD basis set", "energy_ha": -840.7799, "charge": 0, "relative_energy_kj_mol": 263.2, "species": ["O", "H", "H", "O", "H", "H", "O", "H", "H", "O", "H", "H", "O", "H", "H", "O", "H", "H", "O", "H", "H", "O", "H", "H", "O", "H", "H", "O", "H", "H", "O", "H", "H"], "coordinates": [[-6.01349, -2.48470, -2.59311], [-6.00280, -3.43952, -2.52636], [-5.24351, -2.20104, -2.10028], [3.33072, 3.92177, -1.53378], [3.99681, 4.50127, -1.90357], [3.82783, 3.20194, -1.14522], [-1.82352, 2.17993, -2.65063], [-2.09991, 2.12165, -3.56521], [-1.45016, 3.05745, -2.56820], [-0.14456, 1.37277, 6.20370], [0.74255, 1.58902, 6.49096], [-0.03665, 1.06178, 5.30488], [1.38536, -4.40301, -0.52584], [1.19611, -3.54816, -0.13900], [2.26108, -4.62195, -0.20740], [-4.20450, -2.34702, 2.32326], [-5.13006, -2.59098, 2.31545], [-3.81990, -2.88663, 3.01399], [0.03257, -0.13373, 1.41347], [0.04093, 0.69646, 0.93708], [-0.83720, -0.49713, 1.24710], [1.72397, 6.69309, 2.30520], [2.21467, 6.22327, 1.63087], [2.08129, 7.58091, 2.28731], [2.09905, -3.10793, 4.65842], [2.73929, -2.48423, 5.00094], [1.58457, -2.60249, 4.02908], [2.91728, 1.10714, -5.43448], [3.85453, 0.91540, -5.46671], [2.74816, 1.32437, -4.51772], [-0.98750, -3.55254, -4.23584], [-0.44262, -2.87062, -4.62866], [-0.54034, -3.77656, -3.41969]], "forces_ev_per_a": [[-0.205, 0.132, -0.075], [-0.006, -0.241, -0.029], [0.219, 0.114, 0.104], [-0.243, 0.011, 0.009], [0.144, 0.187, -0.134], [0.101, -0.204, 0.135], [0.021, -0.169, 0.199], [-0.098, -0.074, -0.234], [0.101, 0.233, 0.055], [-0.167, -0.004, 0.136], [0.198, 0.084, 0.116], [-0.040, -0.080, -0.272], [-0.162, -0.092, -0.206], [-0.087, 0.247, 0.122], [0.218, -0.111, 0.069], [0.151, 0.151, -0.161], [-0.255, -0.016, -0.039], [0.131, -0.127, 0.185], [0.271, -0.163, 0.185], [0.002, 0.229, -0.140], [-0.296, -0.104, -0.028], [-0.144, -0.082, 0.144], [0.091, -0.175, -0.196], [0.053, 0.243, 0.034], [0.002, -0.232, 0.036], [0.169, 0.124, 0.122], [-0.181, 0.124, -0.182], [-0.135, -0.020, -0.167], [0.232, -0.062, -0.067], [-0.111, 0.095, 0.245], [-0.222, -0.067, -0.086], [0.114, 0.176, -0.136], [0.133, -0.128, 0.255]], "nbo_charge": [-0.936, 0.467, 0.469, -0.938, 0.470, 0.468, -0.939, 0.471, 0.468, -0.934, 0.465, 0.469, -0.940, 0.470, 0.470, -0.939, 0.470, 0.469, -0.951, 0.474, 0.476, -0.935, 0.468, 0.467, -0.935, 0.466, 0.469, -0.935, 0.466, 0.469, -0.939, 0.467, 0.471]}


[3]
{"formula": "C16H21N3O4", "method": "ωB97M-V with the def2-TZVPD basis set", "energy_ha": -1087.5539, "charge": 0, "relative_energy_kj_mol": 146.7, "species": ["C", "O", "C", "O", "C", "C", "C", "C", "C", "N", "N", "C", "O", "C", "C", "O", "N", "C", "C", "C", "C", "C", "C", "H", "H", "H", "H", "H", "H", "H", "H", "H", "H", "H", "H", "H", "H", "H", "H", "H", "H", "H", "H", "H"], "coordinates": [[-6.05099, -2.90969, -1.22177], [-4.86929, -2.12557, -1.19351], [-5.04436, -0.81338, -0.97421], [-6.13112, -0.31412, -0.80657], [-3.76798, -0.06067, -0.96420], [-2.53555, -0.68661, -1.15294], [-1.37351, 0.05440, -1.14252], [-1.42451, 1.43854, -0.94250], [-0.20919, 2.22469, -0.93138], [0.89383, 1.70300, -1.28699], [2.03433, 2.39684, -1.24271], [3.22978, 1.80941, -1.55197], [4.27445, 2.39869, -1.37814], [3.10951, 0.39475, -2.05999], [2.72481, -0.54582, -0.91044], [1.78107, -1.30048, -0.96463], [3.56292, -0.45353, 0.13982], [3.35480, -1.16750, 1.37784], [2.89311, -0.24163, 2.51232], [2.87473, -1.01036, 3.83033], [1.51368, 0.33380, 2.20425], [-2.65944, 2.05970, -0.74097], [-3.82017, 1.31686, -0.75551], [-6.71809, -2.56284, -2.01392], [-5.73350, -3.93216, -1.40940], [-6.57678, -2.83940, -0.26707], [-2.49990, -1.75361, -1.30461], [-0.41246, -0.41956, -1.27160], [-0.28077, 3.26925, -0.60310], [2.05074, 3.36427, -0.90613], [2.33141, 0.32855, -2.81861], [4.07042, 0.08603, -2.47272], [4.29983, 0.23554, 0.12051], [2.59130, -1.92296, 1.18023], [4.28731, -1.66607, 1.66120], [3.61131, 0.58348, 2.59495], [2.55530, -0.36199, 4.64240], [2.18430, -1.84815, 3.76781], [3.86385, -1.39534, 4.06775], [1.20700, 1.02888, 2.98249], [1.51636, 0.86010, 1.25305], [0.77736, -0.46383, 2.14131], [-2.70230, 3.12768, -0.58112], [-4.78361, 1.78078, -0.60701]], "forces_ev_per_a": [[-0.432, -0.065, 0.026], [0.403, 0.133, -0.013], [-0.372, -0.023, 0.034], [0.118, -0.078, -0.023], [0.275, 0.254, 0.016], [-0.208, 0.058, 0.008], [0.052, 0.228, 0.048], [-0.702, -0.483, -0.017], [0.722, 0.560, 0.022], [-0.560, -0.518, -0.123], [0.028, 1.194, 0.286], [-0.005, -0.159, -0.073], [0.141, 0.038, -0.017], [-0.108, -0.208, -0.065], [0.300, 0.297, -0.450], [-0.330, -0.351, -0.024], [0.266, 0.086, 0.306], [-0.023, 0.069, 0.303], [-0.154, -0.220, -0.055], [0.127, 0.207, -0.219], [0.282, 0.033, 0.003], [0.351, -0.073, -0.045], [-0.204, -0.312, -0.027], [0.046, -0.061, 0.072], [0.001, 0.057, 0.009], [0.033, -0.035, -0.093], [0.027, -0.077, -0.011], [0.105, -0.094, -0.024], [0.075, -0.050, -0.020], [0.091, -0.351, -0.080], [0.076, -0.084, 0.075], [-0.018, 0.122, 0.038], [-0.038, -0.004, -0.133], [0.103, -0.017, 0.063], [-0.090, -0.037, -0.013], [0.009, -0.027, -0.012], [-0.041, 0.015, 0.121], [-0.104, -0.133, 0.029], [0.093, -0.086, 0.086], [-0.073, 0.084, 0.068], [-0.067, 0.082, -0.101], [-0.130, -0.108, -0.007], [-0.004, 0.106, 0.024], [-0.062, 0.032, 0.008]], "nbo_charge": [-0.258, -0.505, 0.776, -0.595, -0.165, -0.171, -0.143, -0.091, 0.060, -0.224, -0.441, 0.680, -0.597, -0.605, 0.704, -0.628, -0.620, -0.224, -0.217, -0.603, -0.609, -0.205, -0.154, 0.194, 0.195, 0.194, 0.232, 0.250, 0.158, 0.380, 0.264, 0.251, 0.405, 0.230, 0.195, 0.189, 0.212, 0.205, 0.207, 0.208, 0.207, 0.211, 0.212, 0.237]}